Entry from the Open Molecules 2025 dataset: a 2-piece molecular cluster, C5H13NO3S overall at a distorted geometry (wB97M-V/def2-TZVPD).

Multiplicity: 3
Electronic energy, eV: -23859.149
Net charge: 0
Gap between HOMO and LUMO (spin up / spin down), eV: 5.72 / 8.41

Each atom is followed by the atoms it is bonded to, with distances in Å.
Element x y z (Å)
1 S -1.58993 0.70902 0.14233  O2 1.462, O3 1.443, O4 1.653, C9 1.748
2 O -0.79393 1.72318 -0.54815  S1 1.462
3 O -3.01782 0.80538 -0.04060  S1 1.443
4 O -1.35788 1.02344 1.74819  S1 1.653, H21 0.959
5 N 1.68495 1.24257 0.12455  C6 1.309, C7 1.439, H13 1.043
6 C 1.58037 0.28660 1.01275  N5 1.309, H15 1.070, H22 1.077
7 C 2.74686 1.28264 -0.84556  N5 1.439, H12 1.093, H17 1.091, H20 1.087
8 C -1.61847 -1.85688 0.79343  C9 1.499, H16 1.088, H18 1.096, H19 1.089
9 C -0.82478 -0.85676 0.00876  S1 1.748, C8 1.499, C10 1.503
10 C -0.59165 -1.17321 -1.44174  C9 1.503, H11 1.087, H14 1.096, H23 1.091
11 H -0.15281 -0.30998 -1.93510  C10 1.087
12 H 2.75388 0.38866 -1.47404  C7 1.093
13 H 0.78435 1.71122 -0.11271  N5 1.043
14 H -1.52039 -1.42528 -1.96676  C10 1.096
15 H 0.77290 0.32520 1.71438  C6 1.070
16 H -1.68160 -1.54234 1.83345  C8 1.088
17 H 3.70740 1.35361 -0.33417  C7 1.091
18 H -2.63739 -1.95578 0.40330  C8 1.096
19 H -1.13912 -2.83376 0.75159  C8 1.089
20 H 2.61508 2.15719 -1.47739  C7 1.087
21 H -2.14904 1.43880 2.09610  O4 0.959
22 H 2.34162 -0.47172 1.08805  C6 1.077
23 H 0.08742 -2.02180 -1.54069  C10 1.091

Mulliken population analysis, charges in e, atoms 1 to 5: 1.1625 -0.6817 -0.6512 -0.5199 -0.0463